(1)
Entry from the Open Molecules 2025 dataset: the molecule C4H10N2O (the ωB97M-V functional and the def2-TZVPD basis).

HOMO: -8.0 eV
SMILES string: C/N=C(/C)[C@H](N)O
LUMO: 0.710 eV
total energy: -343.06265 a.u.
gap between HOMO and LUMO: 0.321 Eh
ΔE to the lowest compared entry with this formula, charge and spin: 87.1 kcal/mol

Element x y z (Å)
C -0.393 1.645 1.372
N 0.297 1.439 0.134
C 0.149 0.353 -0.567
C 0.872 0.329 -1.897
C -0.313 -1.000 -0.106
N -0.011 -1.412 1.187
O -0.367 -1.994 -1.048
H -1.403 1.199 1.398
H 0.161 1.261 2.248
H -0.503 2.720 1.525
H 0.326 -0.241 -2.646
H 1.005 1.349 -2.244
H 1.856 -0.124 -1.767
H -1.301 -0.170 -0.403
H 0.629 -0.800 1.678
H -0.771 -1.687 1.794
H -0.231 -2.866 -0.655

=====

(2)
Entry from the Open Molecules 2025 dataset: a structure of composition C38H36As3NO6SY (the ωB97M-V functional and the def2-TZVPD basis).

charge: +1
HOMO: -11.2 eV
LUMO: -2.422 eV
total energy: -9119.61700 a.u.
gap between HOMO and LUMO: 0.324 Eh
ΔE to the lowest compared entry with this formula, charge and spin: 12.2 kcal/mol

Element x y z (Å)
Y -0.063 -0.153 0.033
O 2.119 -0.767 -1.487
As 2.909 0.375 -0.372
O 4.489 0.030 -0.230
O 1.798 0.108 0.922
C 2.664 2.120 -1.154
C 3.889 2.747 -1.302
C 3.975 4.014 -1.891
C 2.848 4.649 -2.352
C 1.595 4.045 -2.222
C 1.499 2.804 -1.624
S -0.121 2.186 -1.398
O -1.069 3.024 -2.040
O -0.085 0.766 -1.893
O -0.258 2.036 0.070
H 2.737 -0.998 -2.192
H 4.780 2.237 -0.961
H 4.942 4.493 -1.988
H 2.924 5.624 -2.816
H 0.703 4.538 -2.582
C -2.494 -1.488 2.598
C -2.970 -1.837 1.169
As -2.995 -0.308 -0.026
C -4.757 0.363 0.020
C -5.212 1.122 -1.049
C -6.510 1.614 -1.036
C -7.345 1.355 0.042
C -6.881 0.608 1.115
C -5.580 0.116 1.108
C -3.024 -1.208 -1.744
C -2.777 -0.501 -2.915
C -2.856 -1.148 -4.143
C -3.177 -2.498 -4.199
C -3.432 -3.206 -3.030
C -3.359 -2.561 -1.804
As -1.027 -0.186 2.654
C -0.246 -0.418 4.374
C -0.529 0.441 5.427
C 0.117 0.274 6.648
C 1.044 -0.743 6.816
C 1.323 -1.608 5.766
C 0.683 -1.440 4.548
C -1.947 1.499 2.890
C -3.323 1.616 2.861
C -3.928 2.869 2.920
C -3.145 4.008 3.004
C -1.758 3.893 3.040
C -1.159 2.646 2.978
H -2.133 -2.389 3.093
H -3.292 -1.084 3.217
H -3.952 -2.310 1.170
H -2.271 -2.538 0.714
H -4.579 1.341 -1.898
H -6.867 2.202 -1.871
H -8.358 1.738 0.047
H -7.526 0.405 1.961
H -5.241 -0.466 1.955
H -2.519 0.551 -2.886
H -2.664 -0.596 -5.054
H -3.240 -2.999 -5.157
H -3.698 -4.255 -3.074
H -3.583 -3.123 -0.909
H -1.253 1.234 5.324
H -0.109 0.946 7.466
H 1.552 -0.861 7.764
H 2.046 -2.404 5.889
H 0.923 -2.122 3.744
H -3.954 0.745 2.810
H -5.008 2.943 2.900
H -3.611 4.984 3.041
H -1.140 4.780 3.103
H -0.078 2.582 3.000
C 2.129 -6.364 -0.503
C 1.451 -5.025 -0.385
C 1.466 -4.323 0.816
C 0.835 -3.104 0.896
N 0.178 -2.554 -0.136
C 0.185 -3.210 -1.303
C 0.799 -4.435 -1.461
H 3.212 -6.246 -0.433
H 1.903 -6.849 -1.450
H 1.821 -7.027 0.305
H 1.977 -4.719 1.685
H 0.848 -2.537 1.815
H -0.341 -2.743 -2.131
H 0.767 -4.924 -2.426